DFT (ωB97M-V/def2-TZVPD) results for C20H22BN10ORb as an isolated structure at a distorted geometry.

Output
**⟨S²⟩**: 0.767
**Highest occupied orbital energy (spin up / spin down)**: -11.111 / -11.083 eV
**HOMO-LUMO gap (spin up / spin down)**: 0.33038 / 0.14389 Ha

Geometry as ORCA input:
```
! wB97M-V def2-TZVPD RIJCOSX def2/J DEFGRID3
* xyz 1 2
Rb -0.14640 -0.21040 -0.22910
C -3.61760 3.16540 0.45820
C -2.37670 2.65140 0.06650
N -2.15260 1.50710 0.69180
N -3.19010 1.25270 1.47270
C -4.09600 2.24920 1.36940
B -3.23790 -0.00890 2.37270
N -1.93770 -0.00480 3.20560
C -1.70440 -0.00770 4.53250
C -0.34220 0.00650 4.73770
C 0.19830 0.01880 3.44930
N -0.77680 0.00990 2.56090
N -3.20700 -1.28370 1.49250
C -4.12560 -2.26660 1.37830
C -3.65420 -3.18470 0.46550
C -2.40580 -2.68280 0.08340
N -2.16710 -1.55080 0.72180
N -4.57690 0.00310 3.10090
C -5.05880 0.00180 4.36320
C -6.43630 0.00050 4.30380
C -6.73030 0.00160 2.93370
N -5.61290 0.00310 2.25050
H -4.07770 4.07870 0.14080
H -1.66670 3.06940 -0.62810
H -5.01670 2.24560 1.91560
H -2.48820 -0.01810 5.25840
H 0.19200 0.00820 5.66630
H 1.22960 0.04020 3.15610
H -5.04790 -2.25490 1.92060
H -4.11920 -4.09390 0.14340
H -1.69790 -3.10500 -0.61360
H -4.44170 0.00280 5.23580
H -7.13680 -0.00070 5.11160
H -7.67870 0.00150 2.44100
C 0.92350 -0.90900 -4.63040
C 0.93740 -0.10510 -3.35490
O -0.02930 -0.01480 -2.61770
N 2.10560 0.51380 -3.08070
C 2.33820 1.33420 -1.90690
C 3.31420 0.66640 -0.96600
C 4.68040 0.70270 -1.22710
C 5.54400 0.04960 -0.36390
C 5.01570 -0.60990 0.73450
C 3.64130 -0.58850 0.91270
N 2.80970 0.02620 0.08300
H -0.08930 -1.26030 -4.81120
H 1.58480 -1.76880 -4.54190
H 1.25080 -0.30550 -5.47330
H 2.87370 0.41900 -3.72600
H 1.37820 1.47610 -1.40010
H 2.72940 2.30740 -2.22050
H 5.05690 1.23850 -2.08490
H 6.60740 0.05670 -0.54550
H 5.65240 -1.12670 1.43400
H 3.18600 -1.08880 1.75810
*
```


DFT (ωB97M-V/def2-TZVPD) results for C31H50O3P2STc as an isolated structure at a distorted geometry.

Output
**⟨S²⟩**: 3.981
**Highest occupied orbital energy (spin up / spin down)**: -13.074 / -13.046 eV
**HOMO-LUMO gap (spin up / spin down)**: 0.21397 / 0.16879 Ha

Geometry as ORCA input:
```
! wB97M-V def2-TZVPD RIJCOSX def2/J DEFGRID3
* xyz 2 4
Tc 0.68824 0.81496 0.72429
C 1.32037 0.80963 2.83526
C 2.37020 1.29785 1.97561
C 0.53295 2.71672 1.77554
C 0.20327 1.69707 2.72270
C 1.88103 2.49020 1.31481
C 1.40513 -0.32547 3.79470
H 2.42000 -0.73011 3.82591
H 0.71223 -1.12100 3.49286
H 1.10707 -0.00188 4.80163
C -1.03410 1.59033 3.54269
H -1.64823 0.73875 3.23580
H -1.64191 2.49822 3.44171
H -0.77955 1.43622 4.59889
C -0.34568 3.87093 1.41507
H -0.26104 4.67008 2.16276
H -1.39449 3.55316 1.37730
H -0.08359 4.27748 0.43374
C 2.65690 3.42738 0.44707
H 2.82071 4.38458 0.96509
H 2.11438 3.63803 -0.48413
H 3.62850 3.00310 0.19148
C 3.74703 0.71742 1.93347
H 4.28206 0.92235 2.87110
H 4.32955 1.13432 1.10721
H 3.69060 -0.37182 1.82483
C -0.61802 -1.33374 0.01230
C 0.82066 -1.49583 0.52477
C 1.92156 -1.96532 -0.36085
C 2.64113 -0.86540 -1.16073
C 2.09726 0.53254 -0.95496
C 0.81856 0.98485 -1.40435
C -0.16850 0.09659 -2.14102
C -0.84183 -1.12262 -1.48133
H 1.57941 -2.80241 -0.98822
H 2.70659 -1.12683 -2.23260
H 2.67693 -2.40281 0.30525
H -0.59396 -2.04595 -2.02508
H -1.20694 -2.20786 0.35282
H 0.76546 -2.08400 1.44648
H -1.92921 -1.00403 -1.59671
H -0.97517 0.76219 -2.48455
H 0.81286 2.02710 -1.75890
H 0.34457 -0.26154 -3.05937
H 3.69595 -0.84722 -0.82939
H 2.88397 1.28787 -1.01102
P -0.24444 -0.53912 -5.09499
P -0.18605 2.33691 -5.68402
C -0.28032 -0.18048 -6.92109
C -0.80165 1.24235 -7.09489
H -0.94037 -0.91828 -7.39895
H 0.73629 -0.31998 -7.32742
H -0.47109 1.66880 -8.05457
H -1.90502 1.28609 -7.07808
C -0.97646 3.82307 -6.45386
H -0.61100 4.72359 -5.95256
H -2.06244 3.73721 -6.31915
H -0.74644 3.87042 -7.52352
C 1.50204 2.58484 -6.41119
H 1.45397 2.61757 -7.50691
H 2.16899 1.77409 -6.09424
H 1.88982 3.53959 -6.03639
C -1.96201 -1.15119 -4.93578
H -2.10352 -1.66341 -3.97298
H -2.18635 -1.83462 -5.76873
H -2.65054 -0.29429 -4.98363
C 0.80059 -2.02884 -5.13334
H 1.74462 -1.77298 -5.62984
H 0.29842 -2.82878 -5.68853
H 1.02013 -2.36530 -4.11051
C -2.58571 -3.60486 9.19102
C -2.55056 -3.12271 7.76741
C -3.17875 -3.88230 6.77628
C -3.13485 -3.48179 5.43960
C -2.49194 -2.30172 5.09773
C -1.83154 -1.55148 6.06509
C -1.89206 -1.93997 7.40913
S -2.44137 -1.79127 3.32616
O -1.09008 -2.17048 2.89489
O -3.56065 -2.46006 2.67143
O -1.09001 -0.15612 0.66494
H -3.61329 -3.63088 9.57484
H -2.19079 -4.62625 9.26743
H -1.99315 -2.95649 9.83974
H -3.70253 -4.80045 7.05903
H -3.60535 -4.09840 4.67625
H -1.26902 -0.66007 5.78241
H -1.41833 -1.33604 8.19190
*
```


DFT (ωB97M-V/def2-TZVPD) results for a 12-piece molecular cluster, C42H64N4O14 overall at a distorted geometry.

Output
**SMILES**: c1cc[nH]c1.c1cc[nH]c1.c1cc[nH]c1.c1cc[nH]c1.O=C1CCCO1.O=C1CCCO1.O=C1CCCO1.O=C1CCCO1.O=C1CCCO1.O=C1CCCO1.CO.CO
**Highest occupied orbital energy**: -7.989 eV
**HOMO-LUMO gap**: 0.29337 Ha

Geometry as ORCA input:
```
! wB97M-V def2-TZVPD RIJCOSX def2/J DEFGRID3
* xyz 0 1
C 13.46216 -7.52234 26.44637
C 13.40546 -8.11319 25.16310
C 12.96315 -7.20567 24.24069
N 12.76713 -6.02420 24.95051
C 13.03995 -6.24050 26.27873
H 13.75449 -8.11988 27.29059
H 13.55523 -9.17000 25.01847
H 12.88969 -7.10618 23.17144
H 12.50956 -5.12910 24.58247
H 13.23421 -5.39351 26.92192
C 13.81487 -12.69299 24.07727
C 13.49483 -13.96772 24.57829
C 12.36137 -13.84455 25.41296
N 11.89592 -12.55726 25.15030
C 12.77974 -11.86972 24.41017
H 14.67673 -12.32575 23.54418
H 14.07519 -14.85891 24.39820
H 11.74946 -14.55167 25.94117
H 10.99316 -12.22897 25.44738
H 12.70048 -10.81312 24.20832
C 8.35579 -14.18139 26.71359
C 8.97983 -14.06037 25.41366
C 8.23118 -13.14043 24.75949
N 7.33612 -12.53909 25.60948
C 7.40649 -13.18515 26.79658
H 8.62886 -14.87407 27.49248
H 9.67314 -14.76281 24.98108
H 8.38432 -12.65648 23.80431
H 6.70039 -11.82995 25.30073
H 6.81449 -12.99272 27.67697
C 11.05015 -17.93326 22.92417
C 11.35666 -16.65110 23.43018
C 10.95896 -15.75736 22.47887
N 10.56090 -16.42978 21.36837
C 10.64590 -17.78714 21.60607
H 11.22534 -18.86621 23.43747
H 11.87144 -16.34869 24.32764
H 10.88207 -14.68418 22.53457
H 10.42185 -16.04945 20.44923
H 10.63116 -18.52159 20.82013
O 13.25487 -10.87843 31.25754
C 12.86419 -11.21385 30.18293
C 12.24696 -10.31298 29.14630
C 11.52401 -11.30576 28.26109
C 12.36089 -12.59062 28.39930
O 12.95712 -12.46580 29.70089
H 11.59511 -9.53320 29.52773
H 13.11247 -9.85446 28.66241
H 10.47905 -11.50150 28.51062
H 11.49118 -10.86493 27.26279
H 11.84770 -13.50994 28.12488
H 13.10290 -12.55896 27.59275
O 13.06784 -16.27002 27.25047
C 12.44742 -17.20509 27.64233
C 12.81214 -18.67450 27.53881
C 11.49739 -19.34764 27.88666
C 10.65058 -18.32354 28.59286
O 11.25457 -17.06535 28.29252
H 13.16728 -18.81961 26.51607
H 13.68178 -18.96723 28.12507
H 10.97529 -19.82651 27.05416
H 11.68899 -20.27138 28.44441
H 9.71038 -18.30870 28.04046
H 10.56423 -18.51662 29.65947
O 18.97424 -11.16975 28.14181
C 18.11965 -10.88161 27.35315
C 17.42464 -9.57807 27.21167
C 16.00842 -9.96291 26.86420
C 16.16973 -11.33770 26.17983
O 17.47056 -11.81372 26.60717
H 17.46753 -9.05948 28.16664
H 17.93532 -9.03999 26.40868
H 15.32460 -9.93610 27.71112
H 15.65697 -9.22149 26.14526
H 15.29657 -11.94624 26.39805
H 16.31992 -11.19266 25.10920
O 11.65757 -13.37150 18.15857
C 11.52047 -12.66416 19.12516
C 11.25895 -11.21713 19.18885
C 11.73853 -10.87603 20.60667
C 11.68306 -12.19583 21.37503
O 11.71006 -13.20936 20.34124
H 11.91801 -10.76002 18.45014
H 10.23942 -10.88443 19.01636
H 12.72192 -10.41474 20.68611
H 11.07203 -10.12990 21.04593
H 12.57277 -12.27121 21.98971
H 10.82424 -12.30892 22.03809
O 17.31846 -15.22201 23.12197
C 17.23401 -14.93128 21.96193
C 16.29281 -13.94599 21.30986
C 16.66846 -13.97268 19.83633
C 17.98743 -14.69979 19.79879
O 18.06834 -15.42255 21.04275
H 15.27261 -14.27416 21.52518
H 16.36405 -13.01678 21.87818
H 15.94764 -14.50275 19.21140
H 16.61506 -12.94854 19.46559
H 18.03481 -15.52212 19.08659
H 18.83782 -14.01756 19.73343
O 15.02802 -9.51052 23.13868
C 15.67686 -9.61825 22.12314
C 16.90536 -8.84211 21.82980
C 16.97873 -8.93075 20.30267
C 15.92181 -10.06170 19.88962
O 15.32741 -10.43890 21.12936
H 16.92138 -7.84064 22.23586
H 17.68647 -9.51619 22.19513
H 16.85407 -8.01398 19.73068
H 17.91947 -9.37098 19.97282
H 15.29206 -9.66843 19.09733
H 16.57591 -10.85116 19.53103
C 16.36091 -15.09327 26.75894
O 15.33356 -14.96370 27.73316
H 16.87055 -14.12606 26.75069
H 17.11282 -15.83463 27.02946
H 16.01335 -15.19683 25.73105
H 14.46918 -15.22588 27.36393
C 9.76917 -9.76946 25.16899
O 9.83541 -10.10147 23.79709
H 9.67767 -10.66877 25.78706
H 10.71239 -9.28185 25.42276
H 8.97063 -9.07364 25.43527
H 8.97243 -10.14904 23.38164
*
```


DFT (ωB97M-V/def2-TZVPD) results for C42H120AgF8NO30S4 as an isolated structure at a distorted geometry.

Output
**⟨S²⟩**: 0.753
**Highest occupied orbital energy (spin up / spin down)**: -7.960 / -7.960 eV
**HOMO-LUMO gap (spin up / spin down)**: 0.36360 / 0.24687 Ha

Geometry as ORCA input:
```
! wB97M-V def2-TZVPD RIJCOSX def2/J DEFGRID3
* xyz -1 2
Ag -4.30732 0.44163 0.20073
C -2.62813 -1.72139 3.96232
F -2.88539 -0.55321 4.62972
F -1.40477 -1.74713 3.53190
F -2.91913 -2.71843 4.83700
S -3.69668 -1.77346 2.48880
O -3.38206 -3.00638 1.83054
O -5.00781 -1.64182 3.06143
O -3.22998 -0.55035 1.72601
C -8.06387 2.41617 0.02968
F -7.81554 3.73188 -0.09451
F -7.77129 1.97511 1.21382
F -9.35049 2.24467 -0.19404
S -7.04196 1.63024 -1.23273
O -7.15705 2.38801 -2.45857
O -5.70875 1.83332 -0.62450
O -7.41951 0.25558 -1.18261
N 0.31229 0.31039 0.61630
S 0.62479 -1.12535 -0.02057
O 1.52458 -1.90806 0.84576
O 0.78261 -1.14437 -1.40766
F -0.74730 -1.90557 0.09883
S 0.27752 1.55452 -0.18311
O 1.41746 1.85564 -1.05702
O -0.24996 2.53287 0.74707
F -0.89932 1.29667 -1.22980
C 5.58908 0.27587 1.83349
C 5.43198 1.65711 1.26064
O 5.09240 2.55917 2.35679
H 6.45143 0.20222 2.46071
H 5.78164 -0.40507 1.00489
H 4.66300 -0.06310 2.30998
H 4.69987 1.77598 0.52177
H 6.42173 1.92883 0.83408
H 4.67845 2.08396 3.04592
C 4.96763 -0.89045 7.92497
C 5.22666 -1.53804 6.58948
O 4.07888 -1.49488 5.72973
H 4.61238 0.13784 7.77488
H 5.89880 -0.84521 8.46597
H 4.13562 -1.33329 8.50736
H 5.62748 -2.56010 6.71744
H 5.99499 -0.87607 6.10863
H 4.01222 -2.39083 5.32562
C 4.30239 -2.97330 2.63926
C 3.38894 -3.99953 3.35400
O 3.92151 -4.12590 4.67067
H 4.41873 -2.00504 3.25313
H 3.95906 -2.79845 1.62297
H 5.30323 -3.43126 2.58882
H 3.54207 -4.95916 2.78710
H 2.32711 -3.73118 3.23974
H 3.22461 -4.53831 5.21712
C -1.49041 -5.90173 2.90034
C -0.43156 -5.66258 1.77119
O -0.96222 -4.86230 0.69540
H -2.29698 -6.52157 2.44972
H -1.86092 -4.99416 3.46943
H -1.04300 -6.67130 3.54549
H -0.24377 -6.65860 1.23797
H 0.58512 -5.37088 2.16160
H -1.44389 -4.12033 1.13470
C -0.28896 -6.80497 -2.85483
C -0.71837 -5.37086 -2.93937
O 0.13529 -4.32231 -2.48224
H -0.93957 -7.44026 -3.51986
H -0.46507 -7.20031 -1.82122
H 0.71196 -6.99088 -3.19826
H -1.71392 -5.29212 -2.47808
H -0.81820 -5.22278 -3.99396
H 0.02359 -4.28956 -1.50735
C -6.00486 0.99695 -5.98449
C -5.27918 0.91730 -4.62150
O -3.88939 0.80416 -4.88996
H -7.10304 1.05197 -5.80959
H -5.66626 0.12672 -6.57663
H -5.71115 1.82793 -6.66202
H -5.61871 0.04437 -4.01208
H -5.50427 1.82197 -4.05076
H -3.50306 1.35752 -4.20338
C 1.88920 -3.63081 -6.20103
C 0.66749 -4.16103 -6.99464
O -0.31856 -3.20859 -7.36560
H 2.44460 -4.45554 -5.78876
H 1.52184 -3.08701 -5.28752
H 2.49197 -3.01119 -6.86303
H 0.20621 -5.00696 -6.49082
H 1.07425 -4.48864 -7.93077
H -0.70651 -2.85781 -6.53915
C -1.93699 5.14021 -3.74760
C -1.48695 3.62061 -3.65504
O -2.45359 2.74296 -3.06196
H -2.45090 5.39208 -2.76539
H -2.63771 5.28046 -4.56449
H -1.07995 5.81381 -3.96288
H -0.59532 3.51571 -3.03911
H -1.34600 3.18177 -4.60701
H -2.55155 3.07775 -2.15141
C -1.40307 -0.61324 -4.04157
C -2.49679 -1.47919 -3.50521
O -2.58290 -1.36185 -2.02536
H -1.47173 0.45582 -3.91967
H -1.15208 -0.84142 -5.01873
H -0.46699 -0.83273 -3.54275
H -2.41524 -2.57810 -3.74530
H -3.54883 -1.23918 -3.83403
H -1.71744 -1.25383 -1.60926
C 2.43079 4.78253 3.35722
C 2.41386 6.26953 3.52897
O 1.15801 6.60177 4.27038
H 3.39143 4.46387 2.90230
H 1.63140 4.38581 2.65913
H 2.29173 4.31875 4.30563
H 2.33788 6.77997 2.59005
H 3.23201 6.55849 4.12268
H 1.18444 7.43763 4.68533
C -2.01597 2.95769 3.18735
C -3.34247 2.58520 2.58749
O -3.14077 1.95550 1.28708
H -2.01942 3.22786 4.26400
H -1.48618 3.67083 2.60267
H -1.38205 2.07324 3.14051
H -3.92558 3.46672 2.43096
H -3.91168 1.90019 3.22626
H -2.86090 2.67614 0.73131
C 3.71951 5.65144 -2.17706
C 2.34290 5.38116 -1.42393
O 1.33374 6.35632 -1.73525
H 4.18063 6.54602 -1.87072
H 3.66384 5.67182 -3.30520
H 4.36679 4.79531 -1.99312
H 2.61184 5.47257 -0.34840
H 1.95422 4.34106 -1.54958
H 1.15511 6.44206 -2.70448
C 2.09482 1.44734 -4.15043
C 3.17933 2.60392 -3.98322
O 4.14469 2.39561 -2.89370
H 1.41325 1.45548 -3.30476
H 2.47457 0.46168 -4.13416
H 1.61839 1.57205 -5.06859
H 2.69539 3.56403 -3.83356
H 3.77221 2.54257 -4.89485
H 3.74730 2.72629 -2.10174
C 0.67684 -2.89736 6.45422
C 0.13791 -3.86399 5.37956
O 1.03801 -4.96503 5.49307
H 0.06997 -1.99082 6.52456
H 1.69889 -2.53919 6.32348
H 0.69391 -3.31181 7.47297
H 0.17592 -3.48439 4.40547
H -0.90094 -4.15523 5.61276
H 0.76222 -5.75528 4.99230
C -6.51021 -2.74663 -2.05379
C -5.79092 -2.27158 -0.74998
O -4.88339 -1.17149 -1.04525
H -7.31434 -2.08288 -2.42891
H -6.92798 -3.73930 -1.84050
H -5.76202 -2.88697 -2.80173
H -5.18841 -3.09842 -0.32470
H -6.53568 -1.93616 -0.05253
H -3.98023 -1.47682 -1.37392
C -1.43965 6.37478 1.92908
C -0.36970 5.84358 0.97210
O -0.93756 5.87070 -0.32999
H -1.04138 6.27913 2.90955
H -2.33927 5.70630 1.95412
H -1.78641 7.33735 1.67071
H -0.10912 4.86441 1.21248
H 0.53138 6.52329 0.91554
H -0.25195 6.10803 -0.97269
C 3.62541 -5.49735 -1.00109
C 4.63903 -5.78891 -2.12628
O 4.89375 -7.20167 -2.21923
H 3.93973 -5.83628 -0.00524
H 2.73245 -6.04736 -1.17928
H 3.32946 -4.44827 -0.96572
H 5.64195 -5.34926 -2.00012
H 4.22323 -5.31805 -3.06889
H 4.10346 -7.71838 -2.08579
C 3.82338 -2.25768 -3.11268
C 4.31126 -1.37150 -2.02882
O 5.46012 -0.58339 -2.44508
H 4.50393 -3.15354 -3.18947
H 3.76474 -1.75606 -4.08196
H 2.84949 -2.69929 -2.80782
H 4.72749 -1.91096 -1.18890
H 3.48073 -0.82835 -1.57296
H 5.17505 0.10258 -3.04179
C 0.77649 0.66480 4.09395
C 2.08634 0.61858 3.40724
O 3.14701 1.06718 4.25393
H 0.02275 0.52217 3.38083
H 0.58607 1.65161 4.46013
H 0.64821 -0.02527 4.89369
H 2.09034 1.34751 2.59823
H 2.27395 -0.32624 2.92881
H 3.31713 0.35843 4.91335
C -4.32153 5.93579 -0.45007
C -4.03342 4.44356 -0.76166
O -2.75744 3.91714 -0.30743
H -5.19009 6.28890 -1.03564
H -3.45904 6.55367 -0.72011
H -4.54988 6.09999 0.66966
H -4.12852 4.34291 -1.83621
H -4.76702 3.81347 -0.36098
H -2.07749 4.61843 -0.44330
*
```